# 1
Density functional theory data (the ωB97M-V functional and the def2-TZVPD basis) for a structure of composition C27H44N3P3SSc.

The geometry in XYZ format:
```
79
Properties=species:S:1:pos:R:3:forces:R:3:lowdin_charge:R:1
Sc -0.10280 0.60099 -0.03981 -0.1 -1.4 0.5 0.721
P -1.22755 -1.73601 0.80668 -0.7 -1.6 0.7 0.779
P 1.14354 -0.44347 -2.12455 1.2 -0.7 -1.7 0.753
P -2.32830 0.34536 -1.72193 -1.4 -0.1 -0.9 0.749
H 1.13173 2.78334 2.36280 -0.2 -0.6 -0.6 0.085
C 0.28941 2.81865 1.65749 -1.7 0.1 1.0 -0.026
C -0.87537 2.06719 1.78742 1.2 1.5 0.9 -0.167
H -0.97890 1.25283 2.52725 0.5 0.4 -0.1 0.082
C -0.57263 -2.62398 2.28903 0.4 0.4 0.2 -0.234
C -1.34290 -3.24025 -0.25616 0.1 0.3 -0.5 -0.225
C -2.94612 -1.52174 1.40269 -0.1 0.3 0.0 -0.238
C 1.88264 0.87169 -3.15569 -0.2 0.4 0.3 -0.235
C 2.63335 -1.49301 -1.89007 0.0 0.0 0.6 -0.248
C 0.32095 -1.46436 -3.40337 -0.5 0.0 0.2 -0.234
C -3.86744 0.95120 -0.90383 0.1 0.3 0.5 -0.252
C -3.08395 -1.16110 -2.48628 0.3 -0.5 0.2 -0.250
C -2.21531 1.29468 -3.30160 0.6 0.4 -0.2 -0.265
H 0.35860 3.69918 0.99922 -0.4 -0.5 0.4 0.053
H -1.84904 2.47335 1.44592 0.9 -0.4 -0.5 0.046
H -0.37225 -1.91402 3.10227 0.0 -0.2 -0.1 0.062
H 0.34918 -3.17350 2.04682 -0.3 0.2 0.1 0.047
H -1.32840 -3.34647 2.63222 0.2 0.3 -0.2 0.074
H -0.33099 -3.61123 -0.47183 -0.2 0.1 0.0 0.053
H -1.84947 -3.04191 -1.20619 0.2 -0.1 0.2 0.017
H -1.89180 -4.03150 0.27680 0.2 0.3 0.0 0.084
H -3.00954 -0.58621 1.97465 -0.2 -0.2 -0.1 0.055
H -3.18846 -2.35622 2.07421 0.0 0.2 -0.3 0.071
H -3.67223 -1.49160 0.58272 0.2 0.0 0.3 0.031
H 2.42512 0.40246 -3.98829 -0.2 0.2 0.2 0.079
H 2.57954 1.45366 -2.53822 0.0 -0.1 -0.3 0.063
H 1.10531 1.54478 -3.53846 0.2 -0.1 0.0 0.046
H 3.15261 -1.63260 -2.84935 -0.3 0.1 0.3 0.081
H 2.33661 -2.47728 -1.50133 0.2 0.2 -0.3 0.042
H 3.30939 -1.01811 -1.16766 0.0 -0.2 -0.2 0.060
H 1.09087 -1.83727 -4.09212 -0.2 0.2 0.2 0.080
H -0.41558 -0.87845 -3.96373 0.2 -0.1 0.1 0.041
H -0.18080 -2.32070 -2.93766 0.1 0.1 -0.2 0.040
H -4.52281 1.42798 -1.64547 0.2 -0.2 0.2 0.076
H -3.63894 1.67838 -0.11428 -0.2 -0.1 -0.3 0.019
H -4.40531 0.11017 -0.44350 0.2 0.3 -0.3 0.042
H -3.88822 -0.84224 -3.16686 0.3 0.1 0.3 0.085
H -3.51970 -1.83577 -1.74254 0.1 0.2 -0.1 0.041
H -2.34670 -1.71625 -3.07555 -0.2 0.1 0.1 0.030
H -3.05880 1.99629 -3.36491 0.3 -0.2 0.0 0.066
H -2.24778 0.62161 -4.17569 0.0 0.2 0.5 0.062
H -1.27191 1.85777 -3.34918 -0.4 0.0 -0.1 0.014
C -1.82299 5.46141 -0.90606 -0.1 1.6 -0.6 -0.551
C -1.60369 6.13957 -2.13005 -0.2 -0.2 0.2 -0.098
C -2.12877 7.42179 -2.33705 0.1 -0.2 0.1 -0.049
C -2.87394 8.06336 -1.34199 0.1 -0.5 0.1 -0.037
C -3.00008 7.44866 -0.09639 0.1 -0.2 -0.1 -0.052
C -2.47626 6.16739 0.13159 0.2 -0.6 -0.1 -0.093
S -1.56429 3.68645 -0.81819 0.1 -0.1 -0.4 0.794
H -0.20299 3.39142 -0.89489 -0.6 0.8 -0.2 -0.105
H -1.03970 5.64240 -2.92195 -0.3 0.2 0.1 0.106
H -1.99052 7.93428 -3.29024 0.1 -0.3 0.2 0.123
H -3.37097 9.01521 -1.54680 0.3 -0.3 0.1 0.128
H -3.53320 7.96983 0.69784 0.2 -0.3 -0.1 0.122
H -2.59775 5.69808 1.10849 -0.1 0.1 -0.2 0.105
N 5.96522 -7.59320 4.10422 -1.3 2.3 -1.0 0.208
C 5.43272 -6.62138 3.72380 1.2 -1.9 0.7 -0.140
C 4.78424 -5.39636 3.31089 -0.1 0.2 -0.2 -0.195
C 4.50613 -5.13432 1.95976 -0.3 0.1 -0.1 0.015
C 3.81220 -3.97730 1.57877 0.4 0.0 0.6 0.011
C 3.47788 -3.04982 2.57479 0.7 -0.9 0.5 -0.189
C 3.77815 -3.28026 3.92302 0.2 -0.4 -0.2 0.014
C 4.42891 -4.45723 4.28291 -0.1 0.2 0.1 0.017
N 2.86707 -1.81353 2.25133 -1.2 1.2 -0.2 0.027
C 2.77193 -0.71271 3.10674 -0.4 -0.6 -0.1 0.027
C 1.91249 0.15532 2.52853 0.3 -0.1 -0.6 -0.098
N 1.53122 -0.32475 1.27049 -0.4 -0.4 0.1 -0.074
C 2.08050 -1.55505 1.19115 0.3 0.7 0.4 -0.192
H 4.84287 -5.84525 1.20918 -0.2 0.1 0.1 0.136
H 3.58613 -3.77875 0.52765 0.2 -0.1 0.3 0.110
H 3.51322 -2.56899 4.70746 0.1 -0.3 -0.3 0.116
H 4.67941 -4.63822 5.32721 -0.1 0.0 -0.3 0.143
H 3.22580 -0.70419 4.08224 0.2 0.2 -0.2 0.137
H 1.54632 1.08489 2.91092 0.2 0.0 0.1 0.081
H 1.88393 -2.28511 0.42251 0.1 0.2 0.1 0.101
```
Forces are in eV/Å.

Calculated values
Frontier orbital gap ... 5.489 eV
Total charge ... +3
Electronic energy ... -92559.827 eV

# 2
Density functional theory data (the ωB97M-V functional and the def2-TZVPD basis) for a cluster of 8 separate species, C27H45Cl14N2O3 in total.

The geometry in XYZ format:
```
91
Properties=species:S:1:pos:R:3:forces:R:3:lowdin_charge:R:1
C 0.94870 -0.25369 4.62248 -1.0 1.8 -6.7 0.150
C 0.66119 0.05965 3.36481 2.0 -3.1 5.9 -0.036
C 0.50362 0.06224 1.74483 -2.3 1.2 1.8 -0.276
N 1.43978 -0.73312 0.91452 0.4 0.4 1.5 0.030
C 1.36767 -2.20284 1.15670 -0.3 -4.9 2.0 -0.334
C 1.28983 -3.15550 -0.17420 0.9 1.4 0.4 -0.020
O 1.40353 -2.80314 2.27475 -0.3 3.7 -4.4 0.080
C 2.87217 -0.35623 1.06927 5.1 0.9 1.7 -0.342
C 3.69050 -0.03583 -0.31427 -1.1 -0.3 0.3 0.003
O 3.54568 -0.29867 2.14414 -4.0 -0.4 -4.2 0.073
C 0.32440 1.65936 1.46610 -0.2 1.1 0.6 -0.197
C 1.57717 2.65857 1.65749 -0.1 0.5 -1.4 -0.062
C -0.67803 1.83268 0.20262 1.1 -2.8 2.9 0.117
N -1.39822 0.70242 0.22497 1.7 3.8 -1.0 0.100
C -1.02347 -0.33437 1.28279 -1.3 -1.4 -0.3 -0.160
C -2.18602 -0.33406 2.40424 -0.2 0.9 -0.3 -0.073
C -3.60349 -0.45823 1.59577 -0.1 -4.0 -2.3 -0.170
O -3.81743 -1.50613 0.86830 1.1 4.8 3.3 -0.030
H 1.34535 -0.46174 5.69368 -1.1 0.6 -2.5 0.085
H 0.63814 -2.64586 -0.97751 1.1 -0.9 1.2 0.088
H 2.39211 -3.19739 -0.56140 -2.0 0.1 0.5 0.104
H 0.95682 -4.22408 0.09719 0.6 2.2 -0.3 -0.022
H 3.26390 0.97396 -0.71080 0.8 -1.9 0.5 0.090
H 3.48163 -0.89760 -1.07343 0.3 1.7 1.2 0.089
H 4.82968 0.04884 -0.12373 -2.2 -0.1 -0.1 0.102
H -0.38909 1.95617 2.34910 1.1 -0.6 -1.6 0.156
H 1.22996 3.59896 2.23470 0.8 -1.9 -0.8 0.019
H 2.51091 2.17081 2.13316 -1.8 0.7 -0.7 0.094
H 1.85495 3.04582 0.58961 -0.2 -0.7 1.9 0.089
H -0.72475 2.76788 -0.47363 -0.4 -1.9 0.8 0.027
H -2.12190 0.66058 -0.51126 0.2 -0.9 0.8 0.178
H -1.17513 -1.30721 0.68851 0.8 1.2 1.2 0.161
H -2.12727 0.68672 2.96531 -0.3 -2.0 -0.8 0.114
H -2.04460 -1.22365 3.14426 -0.2 1.6 -1.5 0.155
H -4.41702 0.36039 1.59602 1.4 -0.9 0.3 0.116
Cl -1.01815 -6.14652 -2.87093 0.0 0.0 0.1 0.597
C -2.04857 -6.49844 -1.46208 -0.2 -0.1 0.2 -0.642
C -1.66115 -5.67079 -0.25181 -0.2 0.0 0.0 -0.632
Cl -0.07455 -6.14338 0.40638 -0.2 -0.5 0.1 0.611
H -1.98720 -7.56896 -1.25412 0.1 0.2 0.0 0.075
H -3.07557 -6.26797 -1.75512 0.1 0.1 0.1 0.077
H -2.39039 -5.81710 0.54778 0.1 -0.1 -0.1 0.077
H -1.62515 -4.60495 -0.48971 0.1 -0.2 0.0 0.062
Cl 2.19120 6.02739 4.39261 -0.2 0.1 -0.2 0.537
C 0.83193 7.08787 3.94853 -0.1 0.2 0.1 -0.648
C -0.27166 6.32977 3.23723 -0.2 0.2 0.4 -0.636
Cl 0.23000 5.77836 1.61811 -0.1 0.1 -0.1 0.562
H 1.22196 7.90225 3.33377 0.0 -0.2 0.0 0.073
H 0.44763 7.51748 4.87673 -0.1 -0.1 -0.1 0.077
H -1.13816 6.97913 3.09551 0.1 0.0 0.0 0.076
H -0.59088 5.45545 3.80908 0.2 0.1 -0.1 0.071
Cl 4.21813 2.13044 6.83149 -0.1 0.0 0.0 0.525
C 5.70429 3.03608 6.45327 0.3 0.1 0.0 -0.661
C 5.40986 4.37811 5.81027 0.1 0.0 0.3 -0.652
Cl 4.73554 4.20439 4.17045 0.1 -0.2 0.0 0.504
H 6.32856 2.41109 5.81081 -0.2 0.1 0.0 0.071
H 6.23231 3.18632 7.39789 -0.1 0.1 -0.1 0.075
H 6.33291 4.95349 5.71265 -0.1 -0.1 0.0 0.076
H 4.70492 4.96288 6.40561 0.0 -0.2 -0.1 0.066
Cl 0.73181 2.97973 -4.52588 0.0 0.0 0.1 0.558
C -0.89524 3.58296 -4.12971 -0.1 0.1 0.0 -0.658
C -0.85056 4.82259 -3.25604 -0.3 0.0 -0.6 -0.606
Cl -0.25039 4.46840 -1.61435 0.2 0.4 0.0 0.604
H -1.45011 2.77311 -3.65025 0.1 0.1 0.0 0.063
H -1.38597 3.81620 -5.07752 0.1 0.1 0.1 0.080
H -1.85604 5.23332 -3.14261 0.1 -0.1 0.0 0.081
H -0.21301 5.59662 -3.68850 0.0 -0.2 0.2 0.081
Cl -8.03167 0.64762 3.73031 0.1 0.0 0.0 0.556
C -6.54440 -0.15480 4.28924 0.1 -0.1 0.1 -0.666
C -5.64834 0.78230 5.07734 -0.1 -0.3 0.2 -0.646
Cl -4.93804 2.05616 4.05200 0.0 0.1 -0.1 0.534
H -6.03024 -0.56306 3.41593 -0.1 0.1 0.1 0.047
H -6.85392 -0.98981 4.92217 0.1 0.1 0.0 0.078
H -4.81514 0.22346 5.50906 -0.1 0.0 -0.1 0.073
H -6.19133 1.26760 5.89118 0.0 0.0 -0.2 0.074
Cl 1.72249 -5.66099 -5.57784 0.0 0.1 0.0 0.533
C 0.42682 -6.86048 -5.81123 -0.2 -0.2 -0.1 -0.703
C 0.25835 -7.24823 -7.26825 0.1 -0.2 0.2 -0.654
Cl -0.38941 -5.90979 -8.25004 0.0 0.1 0.0 0.541
H -0.49504 -6.44875 -5.39611 0.2 0.0 -0.2 0.003
H 0.70080 -7.73989 -5.22356 0.0 0.1 -0.1 0.073
H -0.45154 -8.07377 -7.35292 0.0 0.1 0.1 0.075
H 1.20468 -7.56567 -7.71168 -0.1 0.2 0.1 0.072
Cl -0.03490 0.49956 -9.29457 0.0 0.1 0.0 0.529
C 0.44113 -1.21663 -9.30424 0.0 -0.3 0.0 -0.663
C 0.27499 -1.86572 -7.94339 -0.2 -0.2 -0.2 -0.668
Cl 1.43937 -1.23580 -6.75104 0.0 0.1 0.1 0.520
H 1.47302 -1.28078 -9.65658 -0.1 0.1 0.1 0.072
H -0.19887 -1.71833 -10.03392 0.0 0.0 0.2 0.074
H 0.45274 -2.94097 -8.02038 0.0 0.1 0.0 0.040
H -0.73112 -1.71426 -7.54613 0.2 0.1 -0.1 0.069
```
Forces are in eV/Å.

Calculated values
Frontier orbital gap ... 8.086 eV
Total charge ... +1
Electronic energy ... -213152.573 eV